# 1
DFT (the ωB97M-V functional and the def2-TZVPD basis) results for a 2-piece molecular cluster, C7H15ClOS overall.

Last column: Mulliken spin population.
Geometry (Å):
1 Cl -3.622 1.234 0.022  0.55
2 S -2.671 -0.511 0.147  1.35
3 O -3.883 -1.650 -0.119  0.09
4 C 2.195 -0.046 2.208  0.00
5 C 0.846 0.554 1.631  0.00
6 C 0.884 1.044 -0.868  0.00
7 C 0.188 -1.101 -0.014  0.07
8 C 0.048 -1.719 -1.339  -0.02
9 C 0.636 0.117 0.246  -0.03
10 C -0.419 1.740 -1.445  0.02
11 H -0.110 0.416 2.260  0.00
12 H -0.670 2.285 -0.617  0.00
13 H 0.956 1.683 1.491  0.00
14 H -0.274 -1.620 0.791  -0.01
15 H -0.803 -2.366 -1.315  -0.01
16 H 2.301 0.362 3.231  0.00
17 H 2.269 -1.252 2.354  0.00
18 H -1.186 1.081 -1.766  -0.01
19 H -0.124 -0.800 -2.067  0.00
20 H -0.176 2.488 -2.142  0.00
21 H 1.589 0.544 -1.521  0.00
22 H 1.012 -2.223 -1.705  0.00
23 H -3.440 -2.395 -0.665  0.00
24 H 3.049 0.300 1.585  0.00
25 H 1.407 1.837 -0.383  0.00

HOMO (alpha / beta)	-5.77 / -8.59	eV
spin multiplicity	3
maximum force	0.1280	hartree/bohr
HOMO-LUMO gap (alpha / beta)	0.21586 / 0.23793	hartree


# 2
DFT (the ωB97M-V functional and the def2-TZVPD basis) results for C7H15CrO11S2 as an isolated structure.

Last column: Mulliken spin population.
Geometry (Å):
1 Cr -0.196 0.881 0.621  3.02
2 S 2.701 -1.178 0.306  0.00
3 S -1.060 0.706 -2.687  0.02
4 O 1.470 -0.355 0.305  0.00
5 O 1.559 1.843 1.579  -0.06
6 O 1.044 2.413 -0.390  0.00
7 O -3.357 3.150 1.344  0.00
8 O -1.340 2.294 1.767  -0.04
9 O -2.279 1.654 -0.017  0.03
10 O -1.438 -2.473 2.386  0.00
11 O -1.188 -1.211 0.513  0.03
12 O -0.364 0.321 -1.399  0.03
13 O -0.327 -0.448 2.274  -0.04
14 O 2.777 3.506 0.716  0.00
15 C 1.778 2.616 0.606  0.00
16 C -2.339 2.400 0.972  0.00
17 C 3.436 -1.158 1.974  0.00
18 C -0.931 -1.409 1.731  -0.01
19 C -1.093 -0.813 -3.696  0.00
20 C -2.901 0.672 -2.523  0.00
21 C 2.125 -2.900 0.253  0.00
22 H 2.929 -3.637 0.187  0.00
23 H -3.275 0.637 -3.548  0.00
24 H -3.288 3.562 2.206  0.00
25 H 3.315 3.073 1.401  0.00
26 H 3.416 -0.091 2.221  0.00
27 H -0.106 -1.151 -4.002  0.00
28 H -1.694 -0.714 -4.598  0.00
29 H -3.321 1.600 -2.146  0.00
30 H -1.590 -1.542 -3.055  0.00
31 H 1.540 -3.045 1.158  0.00
32 H 4.503 -1.328 1.836  0.00
33 H -1.802 -2.932 1.600  0.00
34 H 2.881 -1.712 2.723  0.00
35 H 1.606 -3.047 -0.693  0.00
36 H -3.191 -0.185 -1.923  0.00

HOMO (alpha / beta)	-8.98 / -9.29	eV
spin multiplicity	4
maximum force	0.0677	hartree/bohr
energy relative to the best compared isomer or geometry (same formula, charge and spin)	27.62	kcal/mol
HOMO-LUMO gap (alpha / beta)	0.31491 / 0.35177	hartree


# 3
DFT (the ωB97M-V functional and the def2-TZVPD basis) results for C7H15N in the gas phase.

Last column: natural (NBO) charge in e.
Geometry (Å):
1 N 1.659 0.267 0.042  -0.30
2 C 2.738 -0.761 -0.493  -0.27
3 C 4.096 -0.373 0.021  -0.62
4 C -2.758 -0.608 1.320  -0.53
5 C -2.025 0.917 -0.703  -0.43
6 C -0.761 0.518 0.061  -0.37
7 C -3.299 0.483 0.574  -0.43
8 C 0.481 -0.027 -0.671  -0.32
9 H -3.371 1.512 1.051  0.20
10 H -3.389 -1.499 1.253  0.21
11 H -0.269 1.319 0.679  0.23
12 H -2.717 -0.340 2.370  0.20
13 H 1.024 0.572 -1.265  0.34
14 H -2.331 2.001 -0.830  0.22
15 H 2.629 -0.651 -1.626  0.19
16 H 4.295 -0.386 1.055  0.22
17 H 4.835 -0.977 -0.436  0.21
18 H -4.205 0.294 -0.178  0.20
19 H 0.193 -1.075 -0.956  0.22
20 H -1.379 -0.244 0.806  0.21
21 H 2.579 -1.795 -0.260  0.19
22 H -2.452 0.241 -1.465  0.21
23 H 4.425 0.614 -0.349  0.21

HOMO	-6.66	eV
maximum force	0.1861	hartree/bohr
energy relative to the best compared isomer or geometry (same formula, charge and spin)	227.61	kcal/mol
HOMO-LUMO gap	0.17241	hartree


# 4
DFT (the ωB97M-V functional and the def2-TZVPD basis) results for a 2-piece molecular cluster, C7H15N overall.

Last column: natural (NBO) charge in e.
Geometry (Å):
1 N -2.429 -0.309 -1.264  -0.60
2 C 0.762 0.793 0.261  -0.26
3 C 0.843 -1.120 -1.375  -0.40
4 C 1.624 1.508 -0.803  -0.62
5 C 0.450 -0.623 -0.150  0.05
6 C 1.364 0.856 1.673  -0.60
7 C -0.321 -1.508 0.816  -0.65
8 C -2.926 -0.131 -0.136  -0.05
9 H -3.016 -0.910 -2.093  0.35
10 H -0.162 1.481 0.253  0.21
11 H -1.246 -1.042 1.220  0.21
12 H 2.048 0.030 1.712  0.21
13 H 2.039 2.414 -0.328  0.20
14 H 1.701 1.811 1.904  0.21
15 H 0.155 -1.732 1.719  0.21
16 H 2.526 1.020 -1.350  0.21
17 H 1.141 1.786 -1.716  0.22
18 H 0.543 0.641 2.387  0.20
19 H -3.851 -0.438 0.325  0.16
20 H -2.401 0.706 0.527  0.15
21 H 0.606 -2.163 -1.763  0.19
22 H 1.155 -0.617 -2.203  0.19
23 H -0.603 -2.453 0.385  0.22

HOMO	-8.66	eV
maximum force	0.0858	hartree/bohr
energy relative to the best compared isomer or geometry (same formula, charge and spin)	78.17	kcal/mol
HOMO-LUMO gap	0.35444	hartree


# 5
DFT (the ωB97M-V functional and the def2-TZVPD basis) results for C7H15N as an isolated structure.

Last column: natural (NBO) charge in e.
Geometry (Å):
1 N -0.234 1.981 -0.119  -0.84
2 C -0.147 0.727 0.455  0.03
3 C 2.663 0.687 -0.457  -0.65
4 C -3.145 -0.735 -0.052  -0.48
5 C -2.127 -0.275 -0.776  -0.24
6 C 1.811 0.342 0.740  -0.45
7 C -0.173 -0.474 -0.321  -0.13
8 C -0.099 -1.842 0.311  -0.64
9 H -0.667 2.051 -1.030  0.39
10 H -0.571 0.667 1.454  0.20
11 H 0.881 -2.294 0.148  0.22
12 H -2.344 0.276 -1.697  0.17
13 H -0.448 2.743 0.508  0.39
14 H -0.277 -1.799 1.388  0.21
15 H 3.693 0.932 -0.166  0.21
16 H 2.079 -0.613 1.191  0.19
17 H 2.715 -0.143 -1.168  0.19
18 H 2.273 1.562 -0.986  0.21
19 H -4.188 -0.652 -0.365  0.20
20 H -0.851 -2.501 -0.127  0.23
21 H -2.988 -1.311 0.860  0.18
22 H 0.224 -0.405 -1.330  0.22
23 H 1.920 1.077 1.540  0.19

HOMO	-7.33	eV
maximum force	0.1239	hartree/bohr
energy relative to the best compared isomer or geometry (same formula, charge and spin)	100.30	kcal/mol
HOMO-LUMO gap	0.31098	hartree


# 6
DFT (the ωB97M-V functional and the def2-TZVPD basis) results for a 2-piece molecular cluster, C7H15N overall.

Last column: natural (NBO) charge in e.
Geometry (Å):
1 N 2.906 0.962 -0.055  -0.63
2 C -0.437 0.546 -1.441  -0.43
3 C -2.461 0.011 0.080  -0.59
4 C -1.200 -0.450 -0.617  -0.06
5 C 2.002 0.992 0.815  0.15
6 C -1.225 -0.538 -2.115  -0.42
7 C 2.285 0.564 2.213  -0.68
8 C -0.439 -1.505 0.155  -0.60
9 H 0.636 0.466 -1.491  0.21
10 H 2.636 1.272 -0.984  0.34
11 H -0.678 -1.336 -2.593  0.21
12 H -1.009 -2.434 0.190  0.21
13 H 1.868 1.288 2.913  0.22
14 H -3.141 -0.829 0.226  0.21
15 H -0.266 -1.176 1.179  0.20
16 H 0.974 1.315 0.639  0.15
17 H -2.134 -0.268 -2.631  0.21
18 H -2.226 0.431 1.059  0.20
19 H -0.801 1.561 -1.499  0.21
20 H -2.973 0.770 -0.506  0.21
21 H 1.807 -0.398 2.401  0.22
22 H 3.353 0.466 2.372  0.23
23 H 0.524 -1.708 -0.309  0.21

HOMO	-9.78	eV
maximum force	0.0156	hartree/bohr
energy relative to the best compared isomer or geometry (same formula, charge and spin)	30.13	kcal/mol
HOMO-LUMO gap	0.39421	hartree


# 7
DFT (the ωB97M-V functional and the def2-TZVPD basis) results for C7H15N in the gas phase.

Last column: natural (NBO) charge in e.
Geometry (Å):
1 N -1.648 0.537 -0.357  -0.62
2 C -0.605 -0.477 -0.101  0.07
3 C 2.681 0.100 0.226  -0.66
4 C -1.379 1.910 0.032  -0.41
5 C -1.321 -1.864 -0.360  -0.61
6 C 1.743 0.282 -0.852  -0.19
7 C -0.192 -0.422 1.393  -0.63
8 C 0.578 -0.322 -1.027  -0.20
9 H -0.624 2.363 -0.692  0.16
10 H -1.942 0.578 -1.286  0.36
11 H 0.199 -1.355 1.705  0.21
12 H 2.004 0.966 -1.636  0.20
13 H 0.551 0.416 1.533  0.21
14 H -0.728 -2.722 -0.046  0.21
15 H -0.991 1.989 1.017  0.20
16 H -1.099 -0.255 2.073  0.22
17 H 3.715 -0.042 -0.045  0.23
18 H 2.435 -0.830 0.792  0.22
19 H 2.673 0.939 0.989  0.21
20 H -1.676 -1.970 -1.421  0.20
21 H -2.295 -1.822 0.181  0.22
22 H -2.313 2.466 -0.048  0.20
23 H 0.234 -0.465 -2.070  0.19

HOMO	-8.53	eV
maximum force	0.0725	hartree/bohr
energy relative to the best compared isomer or geometry (same formula, charge and spin)	49.07	kcal/mol
HOMO-LUMO gap	0.34866	hartree


# 8
DFT (the ωB97M-V functional and the def2-TZVPD basis) results for C7H15N in the gas phase.

Last column: natural (NBO) charge in e.
Geometry (Å):
1 N -0.754 -0.783 0.231  -0.45
2 C -0.665 -0.302 -1.102  -0.07
3 C -2.036 0.090 -1.635  -0.61
4 C 0.680 1.345 0.729  -0.50
5 C -0.249 -0.188 1.199  0.37
6 C 2.160 0.996 0.595  -0.62
7 C -0.308 -0.678 2.606  -0.69
8 C 0.055 -1.306 -1.991  -0.61
9 H 0.008 0.669 -0.926  0.19
10 H 1.042 -1.539 -1.589  0.21
11 H 2.492 0.391 1.438  0.20
12 H 0.171 -0.897 -2.994  0.21
13 H 2.340 0.417 -0.312  0.20
14 H 2.778 1.896 0.556  0.21
15 H -2.495 0.841 -0.994  0.21
16 H -2.695 -0.777 -1.665  0.21
17 H -1.941 0.494 -2.643  0.21
18 H -0.127 0.134 3.309  0.22
19 H 0.377 2.088 -0.011  0.22
20 H -0.513 -2.232 -2.055  0.21
21 H 0.515 1.910 1.646  0.20
22 H 0.443 -1.452 2.761  0.24
23 H -1.279 -1.119 2.845  0.24

HOMO	-8.66	eV
maximum force	0.0802	hartree/bohr
energy relative to the best compared isomer or geometry (same formula, charge and spin)	42.55	kcal/mol
HOMO-LUMO gap	0.35651	hartree


Which of these has the lowest maximum force?
number 6